1.
{
  "formula": "C11H23ClINNdO2P",
  "method": "the ωB97M-V functional and the def2-TZVPD basis",
  "species": ["Nd", "I", "Cl", "P", "O", "O", "N", "C", "C", "C", "C", "C", "C", "C", "C", "C", "C", "C", "H", "H", "H", "H", "H", "H", "H", "H", "H", "H", "H", "H", "H", "H", "H", "H", "H", "H", "H", "H", "H", "H", "H"],
  "positions_angstrom": [[0.44668, -0.24212, -0.83582], [-1.38114, -3.44773, -0.29086], [2.55931, 0.81638, -1.78725], [-0.26239, -2.23112, -3.24127], [0.01250, 1.20125, 0.75021], [-3.64826, -1.40204, -0.35816], [1.62623, 2.20627, 1.88140], [0.64142, 2.30178, 4.97374], [-1.54621, -3.34945, -3.73912], [1.29780, -3.12191, -3.19077], [-0.12166, -1.39506, -4.85332], [0.33866, 1.86961, 1.79247], [-0.69470, 2.32952, 2.76342], [-0.55063, 1.76326, 4.15107], [2.24507, 2.83296, 3.05410], [-2.11212, -0.79847, -2.02850], [-2.53796, -1.56666, -0.73673], [1.99122, 2.04661, 4.31828], [2.11711, 0.97101, 4.13760], [-1.30443, -3.72886, -4.74083], [0.51006, 3.40332, 5.14008], [-1.70346, 2.15092, 2.35936], [-1.09311, -0.95023, -5.13736], [1.84938, 3.87955, 3.14497], [0.14436, -2.19684, -5.57509], [1.28653, -3.88313, -2.41236], [1.40864, -3.57889, -4.17654], [2.13659, 2.18889, 0.98571], [0.64514, -0.60379, -4.85855], [-1.45449, -0.24212, -2.88510], [-1.44908, 2.01450, 4.71898], [-1.70183, -4.19600, -3.07339], [2.76514, 2.30270, 5.03851], [2.14512, -2.45205, -3.00515], [-2.51105, -2.83653, -3.82349], [-2.93862, -1.03484, -2.70164], [-2.02921, 0.21776, -1.51131], [3.30828, 2.85240, 2.85425], [-0.50247, 0.64987, 4.11799], [0.63000, 1.85229, 5.97309], [-0.56245, 3.40702, 2.80738]],
  "atomic_forces_ev_per_a": [[0.57, -0.73, -0.92], [-0.05, 1.07, 0.83], [-0.93, -0.46, 0.44], [2.29, 0.36, 0.40], [-0.46, -0.61, -0.64], [2.14, 0.01, 0.18], [-1.23, -0.06, -0.51], [-0.39, 0.58, -0.23], [-0.98, -1.06, -0.28], [0.08, -0.70, -0.52], [0.02, 0.58, -0.17], [1.40, 0.75, -0.11], [-0.11, 0.09, -0.46], [0.25, -0.77, 1.49], [-0.40, 0.80, -0.01], [0.33, 5.20, -0.92], [-0.84, -2.41, -0.99], [-0.04, -0.24, 0.66], [0.03, 0.11, -0.13], [-0.04, 0.02, 0.22], [0.08, -0.79, -0.18], [0.52, -0.15, -0.02], [0.43, -0.20, -0.05], [0.52, -0.75, -0.04], [-0.17, 0.67, 0.26], [0.04, -0.15, -0.07], [0.48, -0.31, 0.19], [-0.11, -0.29, 0.75], [-0.21, -0.33, -0.10], [-0.17, -2.45, 1.54], [-0.07, -0.11, -0.20], [0.13, 0.02, -0.08], [0.13, 0.13, -0.02], [-0.18, 0.03, -0.14], [0.17, -0.02, -0.05], [-0.70, 1.02, 0.60], [-2.55, -0.10, -0.38], [0.14, 0.22, -0.14], [-0.05, 0.63, -0.02], [-0.08, 0.00, -0.25], [-0.04, 0.38, 0.06]],
  "lowdin_charge": [1.480, 0.934, -0.143, 0.575, -0.272, 0.113, 0.121, -0.185, -0.285, -0.282, -0.243, -0.368, -0.089, -0.177, -0.134, -0.329, -0.788, -0.187, 0.128, 0.077, 0.137, 0.143, 0.066, 0.154, 0.075, 0.038, 0.061, 0.147, 0.061, 0.092, 0.126, 0.011, 0.125, 0.044, 0.063, 0.106, 0.067, 0.132, 0.134, 0.125, 0.144],
  "e_above_lowest_kcal_mol": 92.5,
  "multiplicity": 4,
  "homo_energy_ev": [-14.819, -14.842],
  "total_charge": 2
}

2.
{
  "formula": "C41H91FNO22S6",
  "method": "the ωB97M-V functional and the def2-TZVPD basis",
  "species": ["S", "S", "S", "S", "S", "S", "F", "O", "O", "O", "O", "O", "O", "O", "O", "O", "O", "O", "O", "O", "O", "O", "O", "O", "O", "O", "O", "O", "O", "N", "C", "C", "C", "C", "C", "C", "C", "C", "C", "C", "C", "C", "C", "C", "C", "C", "C", "C", "C", "C", "C", "C", "C", "C", "C", "C", "C", "C", "C", "C", "C", "C", "C", "C", "C", "C", "C", "C", "C", "C", "C", "H", "H", "H", "H", "H", "H", "H", "H", "H", "H", "H", "H", "H", "H", "H", "H", "H", "H", "H", "H", "H", "H", "H", "H", "H", "H", "H", "H", "H", "H", "H", "H", "H", "H", "H", "H", "H", "H", "H", "H", "H", "H", "H", "H", "H", "H", "H", "H", "H", "H", "H", "H", "H", "H", "H", "H", "H", "H", "H", "H", "H", "H", "H", "H", "H", "H", "H", "H", "H", "H", "H", "H", "H", "H", "H", "H", "H", "H", "H", "H", "H", "H", "H", "H", "H", "H", "H", "H", "H", "H", "H"],
  "positions_angstrom": [[-5.83230, 0.88836, -1.50168], [1.63115, 0.52446, 5.93509], [5.94827, 1.32649, -1.40148], [-4.15148, -4.27322, 0.01308], [-2.58145, 5.07827, -1.67147], [-0.51521, -5.31905, 0.68337], [7.39147, 1.30498, 6.12827], [3.08960, -4.75890, -3.77921], [2.16394, 4.34255, -2.91892], [5.93594, 0.74199, -0.03848], [-2.49526, 4.03414, -0.59677], [-3.49862, 1.45286, 3.02973], [-6.29670, -1.76190, 2.14722], [1.42015, 2.11214, 0.80511], [3.43965, -2.52667, -3.63143], [2.30018, 0.50719, -5.52588], [0.41428, -0.58134, -5.87903], [-2.39478, 1.46698, 4.99044], [4.93630, -3.95388, -4.51561], [1.77055, 6.42239, -3.70568], [-2.54894, 3.29893, 3.90473], [-6.82945, -2.44301, 4.21381], [-5.21778, -0.31829, -0.86474], [1.39659, 0.24713, 4.48046], [-7.70317, -3.38687, 2.36696], [2.90920, 4.97438, -4.92720], [-3.96213, -5.74827, 0.10086], [0.23035, -4.14528, 0.10981], [0.51035, 1.05366, -4.32697], [-0.64864, 0.09508, 0.02187], [3.37772, 0.83986, 6.08439], [-7.24516, 1.23141, -0.45061], [0.55609, -1.04569, -1.93122], [2.85045, -0.34893, -6.55970], [7.28916, -0.87843, 5.25069], [-1.53525, 4.51690, -3.03956], [3.61704, 3.73240, -4.91320], [5.75501, 0.09186, 3.17581], [6.26614, 0.98365, 4.09880], [5.10958, 0.28321, -2.60971], [6.02331, -1.27251, 3.26210], [-1.43402, -1.11061, 2.06928], [1.07226, 2.21863, 6.16005], [-5.48595, -0.72347, 2.64968], [-0.32580, -0.95360, 1.05171], [1.81493, -4.65722, -3.18107], [-2.82560, 0.14220, 5.29507], [-0.87292, 1.48143, 0.60719], [5.95196, -2.94610, -4.54182], [-1.45827, 6.37081, -1.10245], [-2.94010, 4.11850, 2.79751], [-3.07210, -3.76241, -1.34976], [3.79241, -3.63686, -3.92938], [-4.76225, 2.24469, -1.04951], [6.99773, 0.46579, 5.14978], [-0.98144, -0.71918, -5.64525], [-8.58334, -4.18400, 3.14209], [4.63492, 2.56117, -1.45911], [-5.66974, -3.99432, -0.92221], [6.90269, -1.73635, 4.22908], [-6.92827, -2.52978, 3.03255], [0.19688, 2.01498, 1.51130], [2.55565, 2.12912, 1.65914], [2.25179, 5.33121, -3.81975], [1.78992, 4.70021, -1.58200], [0.54995, -6.02984, 1.94387], [-1.84094, -0.28509, -0.75347], [0.52774, 0.10508, -0.95248], [-0.46273, -6.67458, -0.51061], [1.03416, 0.37770, -5.16996], [-2.84841, 2.02341, 3.87663], [-1.90877, 0.41666, -1.57817], [-1.22071, 5.40350, -3.59200], [3.24523, 2.80979, 1.15739], [5.53106, -2.01659, -4.92569], [0.67288, -0.76763, 1.45286], [5.02063, 0.33530, 2.41924], [2.72117, 4.65918, -1.01611], [5.74977, -0.54412, -2.92590], [-2.00089, 7.02851, -0.42969], [-2.35392, 5.03013, 2.82804], [-1.46883, -6.93781, -0.82177], [-4.54932, -1.10082, 3.05019], [4.25206, 3.60353, -4.04592], [-8.06827, -5.02403, 3.60399], [-5.34520, 0.02589, 1.87763], [1.44664, 0.20508, -0.39438], [-1.50610, -0.14562, 2.56242], [-0.04876, 3.01308, 1.89589], [-5.99899, -0.16679, 3.44201], [2.29022, -0.24928, -7.47979], [-1.39888, -1.50640, -6.25950], [7.93271, -1.19456, 6.06376], [3.66352, 1.19072, 7.08379], [0.16044, -6.37676, -1.35167], [1.46857, 2.63818, 7.08266], [-1.09002, 6.93804, -1.95814], [-5.08597, 3.20575, -1.45994], [4.71632, 3.24053, -0.60980], [-1.85489, 1.39284, 1.07192], [-2.29888, -0.24710, 6.15391], [-6.89899, 1.54258, 0.53524], [1.28437, 5.65245, -1.47125], [3.68844, 1.68965, 5.47211], [4.20840, -0.18367, -2.21515], [3.96268, -0.05370, 5.88344], [-0.99828, 2.12556, -0.26701], [5.00302, 0.89709, -3.50531], [5.63870, -1.95262, 2.51468], [0.71897, -5.33090, 2.75863], [-2.74117, -0.27407, -0.13933], [-1.17044, -0.98888, -4.60198], [-0.11748, -1.83610, 0.43925], [3.89238, -0.05237, -6.63999], [-4.58477, 2.41554, 0.01208], [4.95655, 3.21104, -2.27470], [-2.36575, -1.37641, 1.56767], [1.51704, -0.96816, -2.45878], [0.01073, -6.89261, 2.33729], [-1.27001, -1.93374, 2.75993], [2.86222, 2.94378, -4.83196], [-2.76089, 3.59912, 1.85720], [-2.12662, 3.90629, -3.71640], [4.12985, 3.55594, -5.85088], [-0.60292, 5.90156, -0.61867], [-3.30209, -2.74867, -1.68585], [-2.06408, -3.71781, -0.93002], [-9.29628, -4.62483, 2.44036], [-6.51461, -4.33592, -0.33102], [-2.73714, -0.50578, 4.42316], [-5.75496, -2.94316, -1.19863], [1.37223, -3.67252, -3.35889], [-3.90744, 0.16240, 5.45979], [-7.81396, 0.30538, -0.39187], [-3.16226, -4.47786, -2.16331], [-4.00063, 4.35603, 2.87921], [1.31858, 2.80374, 5.27501], [-1.72623, -1.33448, -1.00067], [3.04237, 1.15432, 1.72452], [6.77215, -3.34086, -5.12447], [-0.19216, -0.96288, -2.70795], [-5.56581, -4.59290, -1.82870], [6.28888, -2.74207, -3.52211], [-7.92589, 2.00794, -0.80570], [0.03634, -7.51285, -0.02485], [1.17414, 3.88859, -1.19539], [2.86970, -1.37059, -6.18008], [2.35709, 2.49770, 2.66560], [-1.48304, 0.23836, -5.78132], [1.13945, -5.32322, -3.71725], [0.38455, 0.99958, -1.56252], [1.50321, -6.29172, 1.48484], [1.79805, -4.82374, -2.10662], [0.63127, -2.06150, -1.53369], [6.01642, 2.03461, 4.04436], [-3.80948, 2.04521, -1.53828], [-9.18590, -3.61574, 3.84665], [7.12501, -2.79024, 4.33781], [0.28966, 1.38752, 2.41195], [-0.01705, 2.17655, 6.21313], [3.64059, 2.13505, -1.55310], [-0.66684, 4.00921, -2.62761]],
  "atomic_forces_ev_per_a": [[-0.16, -0.02, 0.31], [0.05, 0.20, -0.43], [-0.17, 0.34, 0.19], [-0.09, 0.17, -0.56], [0.70, 0.07, 0.13], [-0.35, 0.50, 0.41], [0.14, -0.01, 0.05], [0.43, -0.13, 0.05], [-0.05, 0.10, -0.05], [-0.23, -0.45, -0.10], [-0.08, -0.15, -0.07], [0.23, 0.09, -0.26], [-0.29, -0.32, -0.83], [-0.28, -0.19, 0.39], [-0.10, 0.46, 0.26], [0.34, 0.11, -0.09], [0.13, -0.14, -0.18], [0.75, 0.13, 0.51], [0.37, -0.40, -0.01], [-0.13, 0.06, 0.22], [0.72, 0.84, 0.15], [0.05, 0.00, 1.23], [0.30, -0.20, -0.13], [-0.15, -0.11, -0.02], [0.08, 0.26, -0.38], [0.46, 0.13, 0.20], [-0.01, -0.04, 0.09], [0.09, -0.04, -0.29], [0.00, 0.18, 0.21], [1.46, 0.23, 0.35], [0.82, 0.84, 0.68], [-0.38, 0.44, 0.30], [1.24, -0.52, -0.34], [0.22, -0.22, 0.94], [0.95, 0.24, -0.04], [-0.26, 0.51, -0.03], [-1.28, -1.26, 0.16], [-0.72, -1.01, -0.16], [-0.39, 0.04, -0.04], [0.70, -0.76, -0.18], [0.84, 0.11, -0.24], [0.22, 0.00, -0.59], [-0.48, -0.12, 0.13], [-0.26, 0.94, 0.80], [0.45, -0.96, -0.54], [-1.34, 0.81, -0.44], [-1.30, -0.31, -0.99], [-0.61, -0.18, -0.97], [-0.48, 0.36, 0.56], [0.00, 0.21, -0.43], [-0.32, -0.40, -0.39], [0.31, 0.60, 0.48], [-0.09, -0.31, -0.22], [0.27, 0.78, -0.33], [-0.24, 0.09, -0.16], [-0.50, 0.35, 1.07], [-0.76, -0.78, -0.28], [0.79, 0.80, 0.01], [0.20, -0.18, -0.19], [-0.91, -0.10, 0.81], [-0.04, 0.13, -0.65], [0.30, -0.34, 0.73], [0.62, 0.45, -0.57], [-0.11, 0.27, -0.44], [0.48, -0.78, 0.34], [-0.01, -0.22, -0.21], [-0.59, -0.31, 0.72], [-0.56, 0.21, -0.72], [0.55, -0.22, 0.28], [-0.31, -0.41, -0.45], [-0.95, -0.56, 0.22], [-0.22, -0.29, -0.28], [0.06, -0.04, -0.02], [0.22, -0.04, 0.29], [0.21, -0.06, -0.29], [-0.30, 0.61, 0.41], [0.37, 0.66, -0.09], [-0.12, 0.37, 0.23], [0.21, 0.13, 0.33], [0.04, -0.05, 0.13], [0.10, -0.05, 0.22], [-0.08, 0.08, 0.04], [0.10, -0.02, -0.16], [0.32, 0.42, -0.12], [0.17, 0.26, 0.31], [0.30, -0.50, -0.42], [-0.04, -0.05, 0.20], [-0.43, -0.28, 0.50], [-0.49, -0.04, -0.21], [0.01, -0.38, 0.16], [0.07, -0.02, -0.13], [0.31, 0.07, -0.39], [-0.16, -0.12, 0.00], [-0.45, -0.38, 0.19], [-0.10, 0.19, -0.01], [0.05, 0.07, -0.04], [-0.14, 0.12, 0.04], [-0.34, -0.20, -0.11], [0.03, -0.44, 0.35], [0.13, 0.38, 0.36], [0.24, 0.26, 0.05], [0.09, -0.27, 0.05], [0.19, 0.11, -0.42], [-0.18, -0.36, -0.54], [-0.27, 0.42, -0.09], [-0.16, -0.05, -0.29], [-0.04, 0.08, 0.11], [-0.53, 0.06, 0.11], [-0.11, 0.05, 0.00], [-0.17, 0.25, -0.15], [0.02, 0.54, -0.04], [0.16, -0.08, -0.06], [-0.54, -0.27, 0.30], [-0.11, 0.31, -0.27], [-0.18, -0.51, 0.12], [-0.56, -0.19, -0.36], [-0.12, 0.27, 0.08], [-0.12, 0.23, 0.01], [0.20, -0.12, -0.03], [0.45, 0.21, 0.17], [0.18, -0.11, -0.03], [-0.03, 0.08, -0.03], [0.07, -0.29, 0.16], [0.17, 0.63, -0.07], [-0.24, -0.11, 0.16], [-0.33, -0.10, 0.00], [0.07, -0.30, -0.23], [0.22, 0.15, -0.14], [-0.02, 0.09, 0.06], [0.50, -0.03, 0.12], [-0.03, 0.08, 0.28], [0.32, 0.11, 0.12], [0.12, 0.05, 0.42], [0.16, -0.09, 0.06], [0.03, -0.10, 0.03], [0.02, 0.00, -0.01], [0.35, -0.04, 0.05], [0.12, 0.13, -0.65], [-0.22, -0.13, 0.05], [-0.04, 0.02, -0.21], [-0.26, -0.11, 0.08], [-0.15, -0.10, 0.05], [0.05, -0.14, -0.05], [0.28, 0.03, -0.38], [-0.22, -0.16, -0.11], [-0.11, 0.03, -0.09], [-0.30, -0.06, -0.23], [-0.24, -0.02, -0.02], [-0.03, -0.08, -0.34], [0.29, -0.44, 0.22], [0.17, 0.15, 0.19], [-0.01, -0.15, 0.08], [0.35, -0.19, 0.00], [-0.48, 0.13, 0.33], [0.15, 0.05, 0.10], [0.01, -0.16, 0.11], [0.42, 0.18, 0.23], [0.13, 0.01, -0.23], [0.22, -0.09, -0.18], [0.03, -0.02, 0.09], [-0.05, 0.06, -0.12], [-0.04, -0.17, -0.06]],
  "lowdin_charge": [0.844, 0.828, 0.851, 0.800, 0.863, 0.825, 0.056, 0.027, -0.037, -0.546, -0.583, 0.100, -0.004, -0.212, 0.106, -0.006, -0.018, 0.002, 0.016, 0.135, 0.017, 0.147, -0.569, -0.578, -0.004, 0.029, -0.565, -0.582, 0.116, -0.245, -0.276, -0.251, -0.059, 0.000, -0.022, -0.229, -0.027, -0.089, -0.028, -0.261, -0.085, -0.025, -0.251, -0.063, -0.145, -0.044, -0.013, -0.078, -0.023, -0.242, -0.016, -0.262, -0.608, -0.292, -0.298, -0.026, -0.044, -0.278, -0.243, -0.077, -0.626, -0.182, -0.065, -0.601, -0.025, -0.254, 0.000, -0.138, -0.216, -0.619, -0.626, 0.120, 0.058, 0.076, 0.081, 0.141, 0.074, 0.090, 0.029, 0.053, 0.098, 0.047, 0.081, 0.061, 0.100, 0.064, 0.122, 0.056, 0.141, 0.103, 0.100, 0.100, 0.120, 0.066, 0.040, 0.060, 0.059, 0.055, 0.049, 0.117, 0.101, 0.051, 0.077, 0.054, 0.054, 0.052, 0.112, 0.054, 0.103, 0.053, 0.090, 0.077, 0.090, 0.096, 0.057, 0.032, 0.078, 0.081, 0.061, 0.101, 0.081, 0.057, 0.052, 0.103, 0.039, 0.043, 0.001, 0.095, 0.049, 0.065, 0.038, 0.081, 0.107, 0.057, 0.065, 0.106, 0.054, 0.084, 0.083, 0.100, 0.054, 0.057, 0.096, 0.059, 0.051, 0.080, 0.088, 0.085, 0.102, 0.100, 0.125, 0.062, 0.080, 0.074, 0.118, 0.023, 0.099, 0.106, 0.111, 0.036, 0.057, 0.041],
  "multiplicity": 1,
  "homo_energy_ev": -10.585,
  "total_charge": 1
}

no.,total energy (eV)
1,-62537.7503
2,-158246.0532